{"formula": "C26H57Br2F4IO4P", "method": "ωB97M-V with the def2-TZVPD basis set", "total_charge": 1, "homo_lumo_gap_ev": 7.928, "lumo_ha": -0.126, "homo_ev": -11.355, "multiplicity": 1, "species": ["C", "C", "C", "F", "P", "C", "C", "C", "F", "Br", "C", "F", "F", "Br", "C", "I", "C", "C", "H", "H", "H", "H", "H", "H", "H", "H", "H", "H", "H", "H", "H", "H", "H", "H", "H", "C", "C", "O", "C", "C", "H", "H", "H", "H", "H", "H", "H", "H", "H", "H", "C", "C", "O", "C", "C", "H", "H", "H", "H", "H", "H", "H", "H", "H", "H", "C", "C", "O", "C", "C", "H", "H", "H", "H", "H", "H", "H", "H", "H", "H", "C", "C", "O", "C", "C", "H", "H", "H", "H", "H", "H", "H", "H", "H", "H"], "positions_angstrom": [[2.949832, -2.594910, -0.776552], [1.412308, -2.995007, -0.609375], [0.546460, -2.798730, -1.916633], [1.271327, -3.397886, -2.988955], [0.197144, -1.013998, -2.382976], [0.950417, 0.271892, -1.251674], [1.479809, 1.468817, -2.192651], [2.393081, 2.492793, -1.426844], [1.702333, 3.192150, -0.439399], [2.893615, 3.868525, -2.804686], [3.773497, 1.852300, -0.892399], [4.242127, 0.917799, -1.794614], [3.550369, 1.356612, 0.381463], [5.119122, 3.309406, -0.656340], [-1.619371, -0.600403, -2.585106], [-2.310979, -1.534384, -4.445180], [-2.533319, -1.010173, -1.343860], [-3.099302, 0.282936, -0.585435], [3.507834, -3.328620, -1.424191], [3.112125, -1.573419, -1.223217], [3.382859, -2.606055, 0.266616], [0.925866, -2.533185, 0.303340], [1.420541, -4.115167, -0.404398], [-0.423424, -3.371672, -1.760872], [0.793882, -0.812222, -3.678797], [1.727243, -0.113335, -0.536405], [0.112453, 0.702524, -0.620401], [2.093504, 0.986584, -3.018850], [0.575259, 1.960142, -2.670872], [-1.681132, 0.523571, -2.721067], [-1.965002, -1.687696, -0.629647], [-3.445014, -1.553276, -1.746256], [-3.814873, 0.868335, -1.230134], [-3.630121, -0.088236, 0.338810], [-2.255840, 0.954103, -0.238485], [2.216902, -1.574575, 5.137413], [1.694016, -1.439971, 3.718434], [0.513704, -0.656293, 3.622382], [0.627760, 0.701001, 4.028284], [1.612927, 1.497087, 3.191150], [1.423355, -1.901502, 5.812284], [3.035258, -2.296010, 5.175938], [2.595022, -0.621551, 5.514846], [1.429914, -2.433947, 3.346661], [2.467941, -1.051504, 3.047033], [0.872576, 0.763191, 5.092923], [-0.366406, 1.138488, 3.912260], [2.639547, 1.162478, 3.358743], [1.562916, 2.557309, 3.445977], [1.399479, 1.376960, 2.126089], [0.096423, 6.001410, -0.168114], [-0.469364, 6.080665, -1.575136], [-1.672676, 6.825102, -1.657376], [-1.588418, 8.195555, -1.292241], [-0.652184, 8.999685, -2.177440], [-0.667520, 5.670067, 0.539055], [0.935737, 5.308212, -0.133211], [0.454883, 6.975983, 0.171712], [-0.712804, 5.068559, -1.912224], [0.272147, 6.472743, -2.279056], [-1.315644, 8.293707, -0.236618], [-2.598322, 8.599107, -1.391142], [0.389191, 8.702120, -2.030885], [-0.729737, 10.063653, -1.946592], [-0.890756, 8.846503, -3.231983], [6.230137, -6.203005, -1.244448], [5.481025, -5.883181, 0.037340], [4.132402, -6.329498, 0.028995], [3.934210, -7.732132, -0.088649], [4.525951, -8.524019, 1.064162], [5.666108, -5.865471, -2.117000], [7.208797, -5.719345, -1.245498], [6.389866, -7.278008, -1.354962], [5.442331, -4.796896, 0.157412], [6.009067, -6.274274, 0.912432], [4.312332, -8.092077, -1.050688], [2.852832, -7.886693, -0.101869], [5.617863, -8.487355, 1.054177], [4.227686, -9.571926, 0.999209], [4.193947, -8.118720, 2.022267], [-8.557761, -0.048404, 2.013988], [-7.106912, 0.270129, 1.699359], [-6.740751, -0.026567, 0.358925], [-7.428676, 0.691432, -0.655396], [-7.206326, 2.192745, -0.589095], [-8.803780, -1.068793, 1.712794], [-8.749560, 0.062148, 3.082812], [-9.237417, 0.622054, 1.482556], [-6.467096, -0.349231, 2.333368], [-6.869303, 1.311331, 1.940006], [-8.495613, 0.448996, -0.638459], [-7.040517, 0.320728, -1.607393], [-7.674111, 2.626284, 0.297706], [-7.637600, 2.680960, -1.465008], [-6.139625, 2.424440, -0.542166]], "atomic_forces_ev_per_a": [[-0.4, 0.0, 0.4], [0.7, -0.6, -0.2], [0.5, -1.5, 0.8], [-1.1, 0.9, 1.0], [-0.2, 0.7, -0.2], [-0.4, 1.1, 0.2], [0.0, -1.1, 0.2], [-0.2, 0.5, -1.3], [1.1, -1.6, -0.9], [-0.8, -0.8, 0.3], [0.0, 1.6, 0.6], [-0.9, 1.0, 1.8], [0.2, -0.3, -2.0], [-0.3, -1.3, 0.2], [-0.1, 0.2, 0.4], [0.4, 0.4, 0.7], [-0.6, 0.6, 0.0], [0.6, -0.7, 0.3], [-0.7, 0.7, 0.8], [-0.2, -0.9, 0.5], [-0.3, 0.0, -1.2], [0.5, -0.2, -1.1], [-0.2, 1.3, -0.3], [1.0, 0.9, -0.6], [-0.3, -0.2, 0.8], [-0.7, 0.1, -0.9], [0.8, -0.7, -0.6], [-0.6, 0.9, 1.0], [1.3, -0.2, 0.7], [0.2, -1.3, -0.1], [-0.8, 0.8, -0.8], [1.3, 0.4, 0.6], [0.8, -0.7, 0.7], [0.4, 0.6, -1.1], [-0.9, -0.7, -0.4], [0.1, 0.2, 0.1], [0.0, -0.1, 0.1], [-0.2, -0.1, -0.2], [0.0, 0.1, -0.1], [0.3, -0.1, 0.1], [0.0, -0.1, -0.1], [-0.1, 0.0, 0.0], [0.1, -0.1, 0.0], [-0.2, 0.1, 0.0], [0.1, 0.1, 0.0], [0.1, 0.0, 0.0], [0.0, -0.2, 0.0], [0.0, 0.1, 0.0], [0.0, -0.1, 0.0], [-0.1, 0.1, 0.0], [0.1, 0.3, 0.1], [-0.1, 0.0, 0.1], [-0.1, -0.2, -0.1], [0.0, 0.2, -0.1], [0.2, -0.1, 0.0], [0.0, 0.0, -0.1], [0.0, 0.1, 0.0], [0.0, -0.1, 0.0], [-0.2, 0.1, -0.1], [0.1, 0.0, 0.0], [0.1, 0.0, 0.0], [0.0, -0.2, 0.0], [0.0, 0.1, 0.0], [0.0, -0.1, 0.0], [-0.1, 0.0, 0.1], [0.0, -0.3, 0.0], [0.0, 0.0, -0.1], [-0.2, 0.3, 0.0], [0.0, -0.1, 0.1], [0.3, 0.1, 0.0], [0.0, 0.1, 0.1], [-0.1, 0.0, 0.0], [0.1, 0.1, 0.0], [-0.2, -0.1, 0.1], [0.0, -0.1, 0.0], [0.1, 0.0, 0.0], [0.0, 0.2, 0.0], [0.0, -0.1, 0.0], [0.0, 0.1, 0.0], [-0.1, 0.0, -0.1], [-0.2, 0.1, -0.2], [-0.1, -0.1, 0.1], [0.3, -0.1, -0.1], [0.1, 0.1, 0.0], [-0.1, 0.1, 0.2], [0.1, 0.0, 0.1], [0.0, 0.0, -0.1], [0.0, 0.0, 0.1], [0.1, 0.0, -0.2], [-0.1, 0.0, 0.0], [0.0, 0.1, 0.0], [0.0, -0.1, 0.1], [0.0, 0.0, -0.1], [0.0, 0.0, 0.0], [0.0, 0.0, -0.1]]}